[1]
CH5FS | wB97M-V/def2-TZVPD

Computed properties:
Kohn-Sham gap: 9.955 eV
Multiplicity: 1
Maximum force: 0.3 eV Å⁻¹
SMILES string: CS.F
Calculated total energy: -539.13493 Ha
LUMO energy: 0.722 eV

Each line ends with the Löwdin charge.
CARTESIAN COORDINATES (ANGSTROEM)
C  -0.264282  1.028479  -0.042237  -0.517
H  -0.839568  1.931745  -0.254067  0.029
H  0.265804  1.137268  0.906424  0.016
H  0.473605  0.895357  -0.836803  0.018
H  -2.118089  -0.093643  0.955096  -0.163
H  2.141683  0.061431  0.720440  0.066
F  2.518570  -0.320943  -0.036821  -0.073
S  -1.312805  -0.450909  -0.056642  0.624

Atoms 1-2, force components in eV/Å:
0.03 0.11 -0.17
0.08 -0.13 0.09

***

[2]
CH12N2O4 | wB97M-V/def2-TZVPD

Computed properties:
Kohn-Sham gap: 10.190 eV
Multiplicity: 1
Maximum force: 1.0 eV Å⁻¹
SMILES string: [H]/N=C/N.O.O.O.O
Calculated total energy: -455.78757 Ha
LUMO energy: 0.812 eV

Each line ends with the Löwdin charge.
CARTESIAN COORDINATES (ANGSTROEM)
N  -0.578520  1.313374  -1.144588  0.119
C  0.377512  0.374025  -1.261480  -0.334
N  0.340602  -0.694984  -0.551337  0.024
H  -1.443671  1.008048  -0.702286  0.057
H  -0.465554  2.202048  -1.583941  0.093
H  1.199229  0.632314  -1.918968  0.119
H  1.209545  -1.204184  -0.661930  0.047
H  1.098960  0.157003  2.675662  0.042
H  1.211146  -0.008031  1.141300  -0.011
O  1.707682  -0.076021  1.971758  -0.069
H  -3.933403  1.010023  -0.130348  0.048
H  -2.900933  0.052256  0.506053  0.001
O  -3.081551  0.999317  0.321849  -0.089
H  -1.175055  -1.548674  0.112954  0.003
H  -2.102737  -2.107212  1.263033  0.050
O  -2.094574  -1.560770  0.469983  -0.092
H  4.346357  0.052828  -0.472057  0.043
H  3.258179  -0.199087  0.570100  0.015
O  3.415617  -0.183238  -0.388256  -0.067

Atoms 1-2, force components in eV/Å:
0.08 -0.94 -0.24
-0.03 0.57 0.57

***

[3]
C6H16 | wB97M-V/def2-TZVPD

Computed properties:
Kohn-Sham gap: 12.182 eV
Multiplicity: 1
Maximum force: 3.1 eV Å⁻¹
SMILES string: CCC.CCC
Calculated total energy: -238.16120 Ha
LUMO energy: 1.088 eV

Each line ends with the Löwdin charge.
CARTESIAN COORDINATES (ANGSTROEM)
C  -0.903271  -0.732458  -1.015991  -0.323
C  -2.315615  -0.524448  -0.458490  -0.114
C  -0.866283  -1.908737  -2.040863  -0.109
H  -0.539058  0.130362  -1.604278  0.099
H  -0.201408  -0.819675  -0.220575  0.045
H  -2.406794  -1.040727  0.446389  0.043
H  -1.292849  -1.398726  -2.909796  0.068
H  -3.160405  -0.774619  -1.180600  0.094
H  -2.411170  0.578620  -0.309987  0.074
H  0.110066  -2.342967  -2.346191  0.074
H  -1.501690  -2.697871  -1.716250  0.048
C  1.210908  1.671888  1.090820  -0.301
C  1.104245  0.977770  2.429094  -0.135
C  1.937366  0.728476  0.105212  -0.127
H  0.172551  1.822365  0.786351  0.092
H  1.538366  2.650260  0.947452  0.075
H  2.032720  0.653824  2.913704  0.069
H  1.484012  -0.257148  0.108229  0.034
H  1.814281  1.150922  -0.900388  0.070
H  3.023137  0.607813  0.323301  0.083
H  0.585234  1.536871  3.193023  0.058
H  0.585648  -0.011787  2.359837  0.082

Atoms 1-2, force components in eV/Å:
0.05 -0.43 -1.68
-0.20 2.06 -2.34

***

[4]
C25H50BCuN2O8PSSb | wB97M-V/def2-TZVPD

Computed properties:
Kohn-Sham gap (alpha / beta): 3.400 / 7.092 eV
Multiplicity: 2
Total charge: -1
Maximum force: 8.8 eV Å⁻¹
Expectation value of S²: 0.774
Calculated total energy: -4339.21422 Ha
LUMO energy (alpha / beta): 2.250 / 2.247 eV

Each line ends with the Löwdin charge.
CARTESIAN COORDINATES (ANGSTROEM)
Cu  0.131291  -0.639339  0.072103  0.111
O  1.231143  1.779350  1.150042  -0.348
S  0.877106  0.451837  1.635412  0.400
O  1.123253  0.294364  3.039782  -0.229
O  2.076513  -0.531123  1.005065  -0.009
O  -0.526194  0.197396  1.349863  -0.350
C  4.706955  -1.384720  -2.127196  -0.003
C  5.066528  -0.527491  -0.912495  -0.468
C  6.541097  -0.704404  -0.580335  -0.007
O  4.262920  -0.976958  0.181440  0.178
B  3.160299  -0.150070  0.267388  -0.818
O  3.295380  0.954717  -0.536230  0.109
C  4.616896  0.962513  -1.089021  -0.460
C  5.456215  1.931735  -0.254870  -0.001
C  4.535386  1.448562  -2.529055  -0.004
H  4.944497  -2.424289  -1.901125  0.094
H  5.272193  -1.070208  -3.004156  0.086
H  3.635816  -1.317238  -2.324538  0.098
H  6.782329  -1.766715  -0.546261  0.089
H  6.778352  -0.274080  0.389915  0.086
H  7.148938  -0.228919  -1.351827  0.092
H  5.552050  1.563373  0.766615  0.099
H  4.938900  2.890180  -0.212116  0.093
H  6.444411  2.073541  -0.692498  0.089
H  3.769682  0.904394  -3.080156  0.090
H  5.499447  1.353120  -3.030605  0.092
H  4.248273  2.500235  -2.523143  0.083
C  -5.980150  -2.942994  2.650005  -0.089
C  -5.202308  -2.304457  3.801697  -0.242
N  -3.825849  -2.014035  3.431156  -0.097
C  -3.526816  -0.598948  3.271953  -0.230
C  -4.254458  0.029866  2.082076  -0.083
C  -2.829047  -2.833849  4.051220  -0.431
O  -3.118260  -3.543986  5.026000  -0.015
C  -1.523660  -2.825227  3.451655  -0.155
C  -0.379713  -3.339038  4.172862  -0.047
C  0.813942  -3.433824  3.506071  -0.115
C  0.935678  -3.019328  2.182643  -0.167
N  -0.131440  -2.471781  1.494631  -0.031
C  -1.292134  -2.427206  2.136638  -0.146
H  -7.019195  -3.120939  2.941181  0.061
H  -5.524092  -3.897873  2.386314  0.071
H  -5.971468  -2.301801  1.767289  0.051
H  -5.183339  -2.992868  4.645973  0.100
H  -5.704844  -1.386850  4.127353  0.109
H  -2.453511  -0.477401  3.144347  0.099
H  -3.806574  -0.044861  4.183413  0.120
H  -4.202128  -0.633776  1.217368  0.052
H  -3.784030  0.979871  1.818773  0.066
H  -5.306479  0.217571  2.304711  0.064
H  -0.498886  -3.628888  5.206600  0.092
H  1.688442  -3.843861  4.000684  0.090
H  1.863703  -3.089962  1.634829  0.087
H  -2.140005  -2.089151  1.543640  0.102
C  -1.716700  3.427767  -3.643698  -0.205
C  -0.553266  2.457442  -3.459842  -0.433
Sb  0.255341  1.953875  -1.408252  1.543
C  1.358041  3.845489  -1.116149  -0.394
C  1.021844  5.037859  -1.999341  -0.190
C  -1.585589  2.598414  -0.407473  -0.404
C  -1.755018  4.084247  -0.107202  -0.177
H  -1.964239  3.538034  -4.705493  0.058
H  -1.473119  4.418274  -3.258768  0.038
H  -2.612485  3.073164  -3.130065  0.053
H  0.314743  2.803351  -4.031801  0.024
H  -0.822819  1.484494  -3.887459  0.005
H  2.405089  3.569302  -1.228191  0.019
H  1.199017  4.045086  -0.058377  0.033
H  1.148503  4.794639  -3.056345  0.054
H  1.681229  5.880128  -1.765519  0.063
H  -0.004155  5.371713  -1.849665  0.037
H  -1.564138  2.046042  0.526319  0.020
H  -2.429862  2.244668  -1.003570  0.031
H  -0.893176  4.466279  0.440237  0.061
H  -2.639945  4.238071  0.517628  0.066
H  -1.884052  4.667808  -1.019268  0.041
C  -1.170123  -1.984007  -3.340405  -0.164
P  -0.890606  -1.871768  -1.528010  0.574
C  -1.298760  -3.573409  -1.053103  -0.146
C  -2.321801  -0.818275  -1.128605  -0.164
O  0.524150  -1.494628  -1.308803  -0.366
H  -2.194195  -2.254799  -3.592512  0.050
H  -0.491569  -2.730783  -3.755383  0.052
H  -0.934325  -1.015204  -3.785403  0.038
H  -2.273099  -3.822960  -1.477168  0.057
H  -1.289815  -3.737703  0.016342  0.031
H  -0.523098  -4.191491  -1.509477  0.063
H  -3.212905  -1.340449  -1.485452  0.070
H  -2.210199  0.119133  -1.674016  0.035
H  -2.411942  -0.603939  -0.068765  0.023

Atoms 1-2, force components in eV/Å:
0.24 -1.77 -1.57
0.08 -0.12 -0.56